1.
The following is a DFT calculation (the ωB97M-V functional and the def2-TZVPD basis) of C40H50N12STi as an isolated structure at a distorted geometry.

For the energy above the lowest of the compared OMol25 structures with the same formula, charge and spin, the calculation gives 13.2 kcal per mole. The total charge is +2. For the gap between HOMO and LUMO (alpha / beta), the calculation gives 7.25 / 7.46 eV. The HOMO energy (alpha / beta) is -0.4482 / -0.4890 Eh. As for the spin multiplicity: 3.

```
104
C40H50N12STi the ωB97M-V functional and the def2-TZVPD basis
Ti 0.00 -0.57 0.59
C -0.67 -5.64 2.38
C -0.70 -4.36 3.12
N -0.95 -4.19 4.37
N -0.87 -2.87 4.61
C -0.56 -2.18 3.50
S -0.40 -0.55 3.24
N -0.44 -3.14 2.52
N -0.12 -2.84 1.20
H -0.88 -6.45 3.09
H 0.31 -5.81 1.93
H -1.43 -5.67 1.60
H -1.03 -2.51 5.54
H -0.71 -3.37 0.56
H 0.86 -3.09 1.01
C -1.12 -3.58 -1.81
C -1.01 -2.38 -2.70
C -1.78 -2.35 -3.86
C -1.65 -1.32 -4.78
C -0.72 -0.33 -4.55
C 0.06 -0.32 -3.40
C 1.12 0.74 -3.27
C -0.13 -1.32 -2.43
N 0.61 -1.25 -1.22
C 1.93 -1.44 -1.28
C 2.63 -2.01 -2.47
C 2.68 -1.16 -0.10
C 4.17 -1.23 -0.12
N 1.98 -0.81 0.98
C 2.65 -0.82 2.23
C 3.04 -2.05 2.80
C 2.98 -3.38 2.11
C 3.58 -2.06 4.08
C 3.83 -0.89 4.77
C 3.54 0.32 4.16
C 2.95 0.37 2.91
C 2.70 1.71 2.28
H -1.53 -4.42 -2.37
H -1.81 -3.38 -0.98
H -0.14 -3.88 -1.43
H -2.45 -3.16 -4.06
H -2.24 -1.33 -5.68
H -0.57 0.45 -5.28
H 0.73 1.72 -3.55
H 1.93 0.51 -3.96
H 1.53 0.79 -2.26
H 1.93 -2.26 -3.27
H 3.17 -2.91 -2.18
H 3.37 -1.32 -2.88
H 4.57 -0.72 -0.99
H 4.54 -2.26 -0.16
H 4.60 -0.76 0.77
H 2.33 -4.07 2.66
H 3.97 -3.82 2.11
H 2.67 -3.33 1.06
H 3.85 -3.01 4.52
H 4.28 -0.91 5.75
H 3.78 1.24 4.66
H 3.42 2.43 2.66
H 1.70 2.08 2.54
H 2.80 1.66 1.20
N 1.54 9.88 -1.62
C 1.33 8.82 -1.24
C 1.05 7.51 -0.79
C 0.57 6.56 -1.69
C 0.30 5.28 -1.25
C 0.50 4.96 0.09
C 0.96 5.90 0.99
C 1.25 7.18 0.55
N 0.15 3.66 0.53
C -0.79 3.39 1.48
C -0.92 2.04 1.52
N -0.05 1.46 0.63
C 0.57 2.48 0.04
H 0.38 6.83 -2.72
H -0.08 4.53 -1.94
H 1.10 5.64 2.03
H 1.61 7.93 1.24
H -1.30 4.16 2.03
H -1.59 1.46 2.14
H 1.34 2.40 -0.71
C -3.57 1.63 -3.04
C -2.24 2.06 -2.45
N -1.81 1.06 -1.50
C -2.63 0.27 -0.76
N -2.05 -0.54 0.11
C -2.96 -1.28 0.99
C -4.23 -1.69 0.25
C -4.91 -0.42 -0.23
N -3.95 0.38 -0.96
C -4.51 1.36 -1.88
H -3.42 0.72 -3.63
H -3.99 2.40 -3.68
H -2.35 3.03 -1.94
H -1.49 2.16 -3.24
H -0.83 0.83 -1.44
H -3.23 -0.65 1.85
H -2.46 -2.17 1.37
H -4.90 -2.24 0.90
H -3.98 -2.31 -0.61
H -5.32 0.15 0.62
H -5.74 -0.66 -0.90
H -4.72 2.30 -1.35
H -5.46 0.97 -2.26
```

2.
The following is a DFT calculation (the ωB97M-V functional and the def2-TZVPD basis) of C40H50N4P2S2ScSi2 as an isolated structure.

For the energy above the lowest of the compared OMol25 structures with the same formula, charge and spin, the calculation gives 2.7 kcal per mole. The total charge is -1. For the gap between HOMO and LUMO, the calculation gives 6.35 eV. The HOMO energy is -0.1401 Eh.

```
101
C40H50N4P2S2ScSi2 the ωB97M-V functional and the def2-TZVPD basis
Sc -0.17 -0.16 -0.68
C -3.58 2.17 1.86
Si -2.20 2.61 0.67
C -2.99 2.51 -1.01
C -1.69 4.38 0.99
N -0.89 1.50 0.80
P 0.55 1.48 1.52
C 1.40 0.04 1.17
P 0.59 -1.33 1.77
N -0.80 -1.54 0.98
Si -2.01 -2.77 0.93
C -2.51 -3.40 2.63
C -3.58 -2.06 0.19
C -1.41 -4.30 0.03
C 0.34 -1.36 3.58
C 1.38 -1.71 4.44
C 1.20 -1.65 5.82
C -0.01 -1.23 6.35
C -1.04 -0.85 5.50
C -0.87 -0.92 4.12
C 1.63 -2.83 1.51
C 1.34 -4.02 2.17
C 2.03 -5.19 1.86
C 3.00 -5.17 0.87
C 3.30 -3.99 0.21
C 2.62 -2.82 0.54
C 1.53 2.91 0.89
C 1.90 4.00 1.68
C 2.56 5.10 1.12
C 2.84 5.12 -0.24
C 2.46 4.04 -1.04
C 1.82 2.96 -0.47
C 0.52 1.87 3.32
C 1.68 1.63 4.06
C 1.72 1.94 5.41
C 0.60 2.48 6.04
C -0.55 2.71 5.31
C -0.59 2.40 3.96
H -4.52 2.62 1.51
H -3.72 1.08 1.89
H -3.43 2.52 2.89
H -3.97 3.01 -1.01
H -2.36 2.96 -1.77
H -3.15 1.47 -1.30
H -2.56 5.03 0.89
H -1.27 4.51 1.99
H -0.93 4.69 0.27
H -3.01 -2.65 3.24
H -3.20 -4.24 2.48
H -1.65 -3.78 3.20
H -4.33 -1.87 0.96
H -3.35 -1.12 -0.31
H -4.01 -2.73 -0.56
H -1.05 -5.05 0.74
H -2.23 -4.75 -0.55
H -0.61 -4.06 -0.66
H 2.33 -2.03 4.03
H 2.01 -1.93 6.48
H -0.15 -1.17 7.42
H -1.98 -0.50 5.91
H -1.66 -0.61 3.45
H 0.58 -4.05 2.94
H 1.79 -6.11 2.37
H 3.53 -6.08 0.61
H 4.06 -3.96 -0.56
H 2.84 -1.90 0.02
H 1.68 4.01 2.73
H 2.84 5.93 1.74
H 3.34 5.97 -0.68
H 2.66 4.04 -2.10
H 1.54 2.14 -1.12
H 2.53 1.19 3.57
H 2.62 1.74 5.98
H 0.64 2.72 7.10
H -1.43 3.12 5.80
H -1.50 2.56 3.40
C -2.24 1.39 -4.76
C -1.59 0.53 -3.69
S -0.32 1.34 -2.75
C -1.94 -0.75 -3.50
C -2.99 -1.44 -4.34
S -1.21 -1.82 -2.29
H -1.94 2.43 -4.64
H -3.33 1.34 -4.71
H -1.93 1.08 -5.77
H -3.42 -0.78 -5.10
H -3.81 -1.80 -3.70
H -2.57 -2.31 -4.84
N 3.75 0.27 -0.50
C 3.45 -0.03 -1.80
C 4.37 0.25 -2.83
C 4.11 -0.22 -4.09
C 2.94 -0.94 -4.33
C 2.07 -1.10 -3.28
N 2.28 -0.63 -2.03
H 4.46 0.95 -0.33
H 3.00 0.17 0.19
H 5.28 0.79 -2.60
H 4.81 -0.02 -4.90
H 2.70 -1.34 -5.30
H 1.11 -1.58 -3.43
```

3.
The following is a DFT calculation (the ωB97M-V functional and the def2-TZVPD basis) of C40H51BrF4O2P2PdS as an isolated structure.

For the energy above the lowest of the compared OMol25 structures with the same formula, charge and spin, the calculation gives 10.8 kcal per mole. The total charge is 0. For the gap between HOMO and LUMO, the calculation gives 6.86 eV. The HOMO energy is -0.2359 Eh.

```
102
C40H51BrF4O2P2PdS the ωB97M-V functional and the def2-TZVPD basis
Pd -0.77 -0.87 -0.70
F -5.38 0.25 -6.35
C -4.55 -0.27 -5.45
C -4.49 -1.63 -5.25
F -5.26 -2.44 -5.97
C -3.61 -2.14 -4.32
F -3.58 -3.47 -4.22
C -2.78 -1.35 -3.53
P -1.73 -2.09 -2.18
C -0.61 -3.17 -3.16
C 0.31 -3.91 -2.42
C 1.27 -4.69 -3.04
C 1.34 -4.72 -4.43
C 0.44 -3.98 -5.18
C -0.53 -3.22 -4.55
C -2.94 -3.27 -1.47
C -3.88 -2.73 -0.59
C -4.82 -3.54 0.03
C -4.81 -4.91 -0.19
C -3.86 -5.46 -1.04
C -2.94 -4.65 -1.68
C -2.84 0.03 -3.77
Br -1.76 1.29 -2.89
C -3.72 0.56 -4.71
F -3.79 1.87 -4.94
H 0.28 -3.85 -1.33
H 1.97 -5.26 -2.44
H 2.10 -5.32 -4.92
H 0.49 -4.00 -6.26
H -1.22 -2.64 -5.16
H -3.86 -1.67 -0.38
H -5.55 -3.10 0.70
H -5.53 -5.55 0.31
H -3.84 -6.53 -1.21
H -2.22 -5.09 -2.36
O 2.01 0.06 -0.94
S 2.21 -1.25 -1.65
C 4.02 -1.34 -1.97
C 4.28 -0.98 -3.44
C 3.08 -0.15 -3.90
C 1.88 -0.92 -3.40
H 4.39 -2.32 -1.69
H 4.42 -0.59 -1.28
H 4.34 -1.89 -4.04
H 5.23 -0.45 -3.55
H 3.06 -0.02 -4.98
H 3.10 0.84 -3.44
H 1.77 -1.88 -3.90
H 0.93 -0.38 -3.42
O -0.34 -0.05 1.26
P 0.53 0.97 1.96
C 0.82 2.41 0.89
C -0.51 2.86 0.25
C -0.24 4.05 -0.67
C 0.26 5.27 0.12
C 0.77 4.89 1.51
C 1.60 3.61 1.48
C -0.34 1.38 3.52
C -1.87 1.53 3.28
C -2.37 2.93 3.62
C -2.12 3.27 5.10
C -0.77 2.71 5.58
C 0.19 2.51 4.40
C 2.14 0.14 2.23
C 3.45 0.93 2.32
C 3.81 1.39 3.72
C 3.81 0.22 4.70
C 2.46 -0.50 4.69
C 2.08 -0.97 3.29
H 1.41 1.96 0.09
H -1.24 3.13 1.01
H -0.93 2.02 -0.31
H -1.13 4.30 -1.24
H 0.52 3.73 -1.40
H -0.54 6.00 0.22
H 1.06 5.77 -0.44
H -0.09 4.75 2.17
H 1.36 5.70 1.94
H 1.98 3.39 2.48
H 2.49 3.79 0.86
H -0.20 0.45 4.07
H -2.40 0.81 3.92
H -2.13 1.25 2.26
H -3.44 3.01 3.40
H -1.87 3.66 2.99
H -2.92 2.87 5.71
H -2.14 4.36 5.22
H -0.91 1.75 6.07
H -0.32 3.38 6.32
H 1.19 2.27 4.77
H 0.28 3.45 3.85
H 2.15 -0.34 1.24
H 3.45 1.77 1.61
H 4.24 0.25 1.98
H 3.11 2.16 4.07
H 4.80 1.86 3.71
H 4.04 0.56 5.71
H 4.59 -0.49 4.41
H 1.69 0.17 5.09
H 2.49 -1.36 5.36
H 1.10 -1.44 3.28
H 2.79 -1.75 2.99
```